Record 1
104
Properties=species:S:1:pos:R:3:forces:R:3 method="wB97M-V/def2-TZVPD" energy_ev=-201892.1581 multiplicity=1 e_homo_ev=-9.86 lumo_ev=-3.54 gap_ev=6.322 charge=+1 e_above_lowest_kj_mol=348.90
Ir -0.197603 0.187523 -2.108987 -1.41 1.62 0.50
S -0.828068 1.067259 -4.264105 0.53 -0.57 0.84
C -2.029361 2.331775 -4.075930 0.16 -0.11 -0.16
C -2.533057 2.918073 -5.240548 -0.05 0.07 -0.14
C -3.474082 3.928862 -5.155725 0.11 -0.09 -0.08
C -3.923317 4.378142 -3.915995 -0.03 0.03 0.02
C -3.433933 3.789391 -2.767841 -0.05 -0.02 0.06
C -2.490480 2.767759 -2.854598 -0.05 0.11 0.14
As -1.835312 1.895149 -1.292375 0.52 -0.11 -0.26
C -3.488520 1.452304 -0.395015 0.12 -0.44 0.09
C -4.077124 2.337713 0.500434 0.03 -0.02 0.02
C -5.284076 2.006523 1.102488 -0.05 -0.04 -0.02
C -5.896048 0.792013 0.821935 0.01 0.03 0.02
C -5.307749 -0.094648 -0.071231 0.01 0.02 -0.04
C -4.108099 0.237411 -0.682920 -0.11 0.17 0.01
C -1.089660 3.307572 -0.234211 0.26 -0.25 0.35
C -0.623653 4.480241 -0.809108 -0.10 -0.01 0.01
C 0.012377 5.423496 -0.016479 -0.02 0.05 0.05
C 0.213562 5.181054 1.335239 -0.02 0.01 -0.02
C -0.235785 3.996969 1.908139 -0.01 0.03 -0.01
C -0.889354 3.060073 1.123032 0.01 0.02 -0.11
H -2.178557 2.568469 -6.203878 -0.05 0.06 0.02
H -3.864277 4.372324 -6.064392 0.04 -0.02 0.04
H -4.650002 5.177142 -3.850957 0.01 -0.03 -0.01
H -3.783341 4.117446 -1.796579 -0.02 0.03 0.01
H -3.598608 3.279490 0.732406 0.00 0.04 0.03
H -5.744892 2.699245 1.794915 0.01 -0.01 -0.01
H -6.835274 0.537924 1.298602 0.05 0.01 -0.02
H -5.780997 -1.045025 -0.289503 0.02 0.05 -0.01
H -3.647112 -0.451621 -1.376991 -0.12 -0.01 -0.10
H -0.747395 4.649675 -1.870590 0.00 0.04 -0.02
H 0.361116 6.348610 -0.458062 0.03 -0.06 0.00
H 0.723997 5.918439 1.943391 -0.03 -0.04 -0.02
H -0.076701 3.807523 2.963725 -0.03 0.01 -0.03
H -1.256289 2.136014 1.556230 0.03 0.02 0.06
Cl -1.797186 -4.199140 -5.340043 0.09 -0.03 -0.09
C -2.079023 -3.457083 -3.772997 -0.02 0.09 -0.04
Cl -3.633854 -2.615551 -3.761337 -0.04 0.06 0.04
Cl -2.028562 -4.667045 -2.489341 0.02 -0.01 0.09
C -1.046101 -2.444839 -3.518021 -0.60 -0.94 -0.42
N -0.322938 -1.602107 -3.274740 0.72 0.42 0.47
C 4.623659 2.717718 3.415756 -0.03 0.06 -0.16
C 4.200652 1.891716 2.230123 0.06 0.06 0.10
C 2.887729 1.935349 1.774035 -0.06 -0.05 0.12
C 2.473227 1.166021 0.703182 0.02 -0.03 -0.01
C 3.410261 0.380025 0.046201 0.08 -0.02 0.01
C 4.744088 0.348851 0.456621 -0.04 0.00 -0.10
C 5.124634 1.093045 1.555371 0.03 0.04 0.00
S 2.948570 -0.708645 -1.248302 -0.21 -0.56 -0.07
O 3.934325 -1.745113 -1.263668 -0.06 -0.01 0.02
O 1.537141 -1.132439 -1.011357 0.35 0.76 -0.41
N 2.914040 0.003206 -2.699490 0.35 0.14 0.00
C 3.765885 1.146429 -3.040628 -0.19 0.24 0.14
C 2.914019 2.419707 -3.159331 -0.22 -0.27 0.15
C 2.049883 2.652325 -1.914627 0.14 -0.28 -0.54
O 2.417716 3.433192 -1.060152 -0.33 -0.17 -0.12
O 0.907407 1.985139 -1.821312 0.07 0.00 0.14
H 3.810610 2.818480 4.135969 0.05 -0.02 -0.02
H 4.898399 3.724391 3.086338 -0.01 -0.06 0.04
H 5.489980 2.283372 3.913737 -0.04 0.01 0.01
H 2.175243 2.594740 2.255151 -0.01 -0.09 0.03
H 1.445651 1.200498 0.368223 -0.01 0.03 -0.03
H 5.457415 -0.262271 -0.083183 -0.05 -0.02 0.12
H 6.153339 1.055675 1.895401 -0.04 0.02 -0.02
H 1.987361 0.074081 -3.095604 -0.20 -0.07 0.04
H 4.271907 0.945554 -3.982077 0.06 -0.05 -0.02
H 4.528242 1.257285 -2.268273 -0.01 0.05 0.00
H 2.246833 2.335424 -4.021901 0.08 -0.03 -0.04
H 3.575017 3.273668 -3.288741 -0.05 0.05 -0.02
S -1.443094 -1.241456 -0.430496 0.37 0.34 -0.49
Sb -0.045112 -2.504628 0.925539 -0.14 -0.49 0.27
C -1.552700 -3.850365 1.574026 0.03 -0.05 -0.07
C -1.313881 -5.216283 1.715255 0.00 0.11 0.00
C -2.353960 -6.067553 2.071507 0.01 0.03 -0.01
C -3.625018 -5.558138 2.297286 0.04 0.04 -0.03
C -3.857125 -4.191377 2.187153 0.02 -0.03 0.01
C -2.826941 -3.336520 1.822782 0.06 -0.08 -0.02
C 0.468363 -1.531516 2.724811 0.08 -0.05 -0.19
C -0.160842 -0.345496 3.077331 0.03 0.05 -0.11
C 0.115095 0.232783 4.307524 0.01 0.11 0.05
C 1.014411 -0.370811 5.176444 0.03 -0.05 0.00
C 1.614341 -1.577923 4.835028 -0.08 0.02 -0.04
C 1.335024 -2.169706 3.609868 -0.05 0.12 0.03
C 1.552211 -3.755817 0.365715 -0.19 0.05 0.03
C 1.278666 -4.888444 -0.397755 0.19 0.10 0.01
C 2.297125 -5.798032 -0.647899 -0.05 0.04 0.00
C 3.565483 -5.579709 -0.125500 0.04 0.04 0.03
C 3.835385 -4.433418 0.611446 -0.05 -0.06 0.03
C 2.830014 -3.506793 0.853208 -0.05 -0.13 -0.04
H -0.323202 -5.624424 1.548099 -0.06 0.01 0.01
H -2.166173 -7.130011 2.167132 -0.02 0.04 0.01
H -4.436289 -6.226670 2.555919 0.02 0.02 0.03
H -4.844312 -3.789275 2.380255 0.03 -0.02 -0.01
H -3.024078 -2.274583 1.722524 -0.01 -0.03 -0.01
H -0.868997 0.119863 2.399391 0.05 -0.01 0.00
H -0.373915 1.158838 4.589987 0.03 -0.06 -0.02
H 1.239789 0.091891 6.130406 -0.04 -0.04 -0.05
H 2.289007 -2.068256 5.525049 0.00 0.03 -0.01
H 1.777709 -3.126214 3.361108 0.05 0.02 0.00
H 0.289340 -5.056858 -0.802966 -0.02 -0.04 0.03
H 2.092637 -6.679876 -1.241780 0.03 0.01 0.01
H 4.351328 -6.305693 -0.297799 -0.04 0.06 -0.02
H 4.829920 -4.262939 1.004674 -0.03 0.03 -0.06
H 3.051894 -2.596557 1.399227 0.00 -0.06 0.02

=====

Record 2
15
Properties=species:S:1:pos:R:3:forces:R:3 method="wB97M-V/def2-TZVPD" energy_ev=-7829.3333 multiplicity=1 e_homo_ev=-8.47 lumo_ev=0.69 gap_ev=9.161 e_above_lowest_kj_mol=288.16
C 1.625758 -1.384854 -1.497976 0.28 1.81 -0.01
C 0.776476 -0.813465 -2.357487 -0.22 -2.70 -1.31
N -0.085792 -1.598631 -3.151075 0.69 0.88 0.52
H 1.716454 -2.442248 -1.295430 -0.32 0.05 0.07
H 2.305038 -0.677407 -1.034346 0.29 -0.45 0.15
H 0.830608 0.165564 -2.794473 0.07 0.83 0.92
H 0.116111 -2.568848 -3.299395 -0.46 -0.02 0.12
H -0.931150 -1.158579 -3.437178 -0.35 -0.38 -0.44
C -0.704484 0.707662 3.533635 -0.69 1.14 -0.43
C -0.536087 1.030286 2.261070 1.10 -1.05 -0.47
O -0.979920 2.102296 1.518771 -0.03 -1.03 0.26
H -0.208459 -0.187248 3.872079 -0.13 0.07 0.28
H -1.338706 1.336944 4.150278 0.19 -0.30 0.32
H 0.100512 0.336450 1.689912 -0.25 0.36 -0.06
H -0.929249 1.727668 0.625246 -0.17 0.77 0.07

=====

Record 3
9
Properties=species:S:1:pos:R:3:forces:R:3 method="wB97M-V/def2-TZVPD" energy_ev=-77025.3822 multiplicity=2 e_homo_ev="-4.31 / -4.06" lumo_ev="2.90 / 2.09" gap_ev="7.207 / 6.147" s_squared=0.766 charge=-1
O -1.946838 -0.942471 0.529637 -0.85 1.44 0.95
C -2.144308 0.162168 1.021078 -1.37 -2.02 -0.15
O -2.935136 0.815657 1.604580 2.08 0.33 -0.75
Cu -0.264073 -0.982762 -0.396867 2.53 -0.38 -0.47
N 1.964612 -0.585536 -1.099551 -1.07 -0.80 0.95
S 1.827107 -1.988595 -0.030106 -0.18 0.76 -0.78
S 1.857412 0.864407 -0.365631 -2.62 1.40 -1.59
O -0.126822 0.801051 0.236773 1.01 0.85 -0.32
O 1.768050 1.856079 -1.499917 0.46 -1.57 2.16